67
Properties=species:S:1:pos:R:3:forces:R:3 method="wB97M-V/def2-TZVPD" homo_lumo_gap_ev=4.449 de_lowest_kj_mol=67.6 charge=-1 e_homo_ev=-4.115
Cd 0.55856 0.08555 -0.11237 0.499 0.399 0.363
O -6.55377 -0.04566 2.63700 -0.110 0.008 0.112
N -5.70873 0.12180 3.49450 0.096 -0.092 -0.053
O -5.96244 0.27735 4.67185 0.038 0.049 -0.036
C -4.28659 0.10607 3.08106 -0.058 0.030 -0.169
C -3.38912 0.14484 4.08222 0.045 0.007 0.252
C -1.98803 0.09144 3.82833 -0.003 0.001 0.124
C -1.02884 0.10487 4.85869 -0.071 0.013 0.037
C 0.29754 0.02686 4.53680 0.036 0.006 -0.018
C 0.65513 -0.06716 3.18159 0.038 0.053 -0.009
N -0.23309 -0.08352 2.21191 0.017 -0.113 -0.018
C -1.53659 0.00276 2.51311 0.006 -0.014 -0.095
C -2.50247 -0.00076 1.42592 0.073 -0.006 -0.023
N -2.00035 -0.04283 0.18209 0.076 0.050 0.033
C -2.81154 -0.06233 -0.84777 0.043 -0.018 -0.030
C -4.20046 -0.01951 -0.69524 0.018 -0.005 -0.055
C -4.73581 0.03837 0.56388 -0.066 0.010 0.018
C -3.88395 0.04084 1.68984 -0.186 -0.003 -0.055
H -3.74620 0.20342 5.10043 0.010 -0.003 0.015
H -1.35695 0.18079 5.88889 0.020 -0.008 -0.013
H 1.06791 0.04091 5.29484 -0.006 0.008 -0.015
H 1.69605 -0.11949 2.87632 -0.034 -0.020 0.004
H -2.34022 -0.10545 -1.82665 -0.014 0.014 0.036
H -4.84332 -0.02152 -1.56521 0.024 -0.007 0.013
H -5.80319 0.07991 0.69680 0.075 0.002 -0.040
O 5.83690 2.77090 2.22512 0.076 0.037 0.043
C 4.83663 2.25461 1.78640 -0.023 -0.002 -0.039
C 3.45274 2.86147 1.74674 -0.086 -0.023 0.054
O 3.12599 3.96287 2.16425 0.029 0.051 -0.047
C 2.59616 1.85784 1.13254 -0.162 0.009 -0.038
C 3.31510 0.66570 0.86440 -0.103 -0.152 -0.019
O 2.76606 -0.39367 0.41310 0.035 0.145 0.088
C 4.74008 0.87194 1.16848 -0.056 -0.001 -0.084
O 5.66643 0.11344 0.96147 0.055 -0.052 0.081
O 1.33969 1.98649 0.88133 0.067 -0.062 -0.037
C -0.39711 -3.67773 0.87724 0.001 0.018 -0.042
C -0.21178 -3.34935 -0.58035 0.020 0.139 -0.022
C -0.33337 -4.31738 -1.56118 -0.014 -0.039 -0.048
C -0.10958 -3.93616 -2.88594 -0.010 -0.014 0.009
C 0.21510 -2.63898 -3.19778 0.050 0.042 0.003
C 0.32786 -1.68148 -2.15647 -0.012 0.085 0.001
N 0.10226 -2.08478 -0.87122 -0.118 -0.363 -0.223
N 0.61787 -0.37156 -2.29880 -0.261 -0.420 -0.032
Si 1.76286 0.26195 -3.41467 -0.014 0.079 -0.009
C 2.12975 2.02517 -2.92020 0.062 0.108 0.054
C 3.33049 -0.75080 -3.36141 0.101 -0.116 0.035
C 1.17758 0.30318 -5.20442 -0.053 -0.015 -0.101
H -1.29431 -4.27899 1.03675 0.025 0.004 -0.007
H -0.46815 -2.75945 1.45842 -0.010 -0.003 -0.001
H 0.45923 -4.24664 1.24578 -0.010 0.018 0.008
H -0.58859 -5.33650 -1.30171 0.007 0.019 0.001
H -0.19928 -4.67246 -3.67754 0.009 0.019 0.000
H 0.37826 -2.32875 -4.22158 -0.014 -0.032 0.028
H 2.29725 2.10444 -1.84000 -0.004 0.016 -0.068
H 1.30692 2.69249 -3.19391 0.048 -0.030 0.043
H 3.03660 2.37407 -3.42573 -0.070 -0.002 0.032
H 3.65183 -0.88358 -2.32308 0.000 0.019 -0.059
H 4.14273 -0.27133 -3.91632 -0.039 -0.034 0.008
H 3.16301 -1.74292 -3.79444 0.049 0.039 0.048
H 0.20805 0.80140 -5.30355 0.059 -0.024 0.014
H 1.09037 -0.70100 -5.63116 -0.003 0.076 0.002
H 1.90553 0.85531 -5.80937 -0.057 -0.033 0.005
Cl -0.82418 2.70148 -1.14085 -0.250 0.209 -0.102
C -0.00883 4.14203 -0.50154 0.007 -0.024 0.016
Cl -1.02548 5.59447 -0.65963 0.045 -0.079 0.000
H 0.89586 4.28769 -1.07534 0.043 0.033 -0.045
H 0.22193 3.95702 0.53737 0.017 -0.001 0.069

50
Properties=species:S:1:pos:R:3:forces:R:3 method="wB97M-V/def2-TZVPD" homo_lumo_gap_ev=9.147 de_lowest_kj_mol=13.1 smiles="CCCCCCN1C(=O)NC(=O)/C(=C/NCCCn2ccnc2)C1=O" e_homo_ev=-8.988
C -0.14546 -4.72961 1.93484 -0.063 -0.161 -0.217
C -0.41718 -4.84748 0.43988 -0.003 0.291 0.167
C -0.61500 -3.47770 -0.20280 0.049 -0.446 -0.239
C -0.87339 -3.56729 -1.70664 -0.102 0.346 0.142
C -0.91429 -2.18523 -2.36087 0.129 -0.164 -0.045
C 0.49279 -1.61740 -2.57401 -0.117 -0.308 0.068
N 0.48502 -0.16009 -2.59635 0.154 -0.284 0.038
C 0.54537 0.49407 -1.38388 -0.044 0.543 -0.075
C 0.50236 1.93791 -1.40776 0.001 -0.051 0.090
C 0.51999 2.66145 -0.22868 0.056 -0.170 -0.224
N 0.64891 2.11518 0.96012 0.095 -0.429 -0.147
C 0.46932 2.78408 2.21779 -0.333 0.330 0.428
C -0.99464 2.72596 2.68235 0.228 -0.286 -0.086
H -1.05260 3.14908 3.68576 -0.054 0.062 0.018
H -1.61311 3.33166 2.01808 -0.041 0.064 0.016
C -1.55606 1.29658 2.68707 -0.331 0.590 -0.130
N -0.74993 0.39362 3.46223 0.098 -0.224 0.177
C -0.58075 0.40009 4.80784 -0.070 0.120 0.054
N 0.23746 -0.53189 5.20583 0.078 -0.010 0.589
C 0.62528 -1.18449 4.07883 0.022 0.010 -0.237
C 0.02801 -0.62712 2.98590 0.192 -0.256 -0.077
H 0.07873 -0.87376 1.94527 -0.042 -0.036 -0.300
H 1.30469 -2.01095 4.12851 0.136 -0.191 -0.101
H -1.07763 1.09550 5.45493 -0.176 0.217 0.086
H -1.60869 0.91142 1.66562 -0.035 -0.020 0.128
H -2.57171 1.31845 3.09694 0.104 -0.070 -0.144
H 0.77575 3.82913 2.12333 0.070 -0.104 0.029
H 1.10823 2.29517 2.95754 0.004 0.098 -0.077
H 0.43303 3.74055 -0.29867 -0.019 0.055 0.050
C 0.39617 2.66076 -2.66044 0.003 -0.188 0.178
O 0.34376 3.86706 -2.77545 -0.007 0.268 -0.067
N 0.34858 1.84237 -3.77865 -0.029 0.347 -0.357
C 0.37743 0.46846 -3.82211 0.027 0.198 0.041
O 0.31715 -0.13681 -4.86410 -0.045 -0.134 -0.234
H 0.27458 2.30628 -4.67708 0.007 -0.107 0.167
O 0.61989 -0.15906 -0.34219 0.005 -0.265 0.163
H 0.72106 1.09141 0.94646 0.030 0.247 -0.046
H 1.14850 -1.91654 -1.75489 -0.038 0.018 -0.140
H 0.90656 -1.95917 -3.52283 -0.010 0.035 0.138
H -1.42712 -2.23258 -3.32258 -0.031 0.082 -0.009
H -1.47729 -1.50790 -1.71422 -0.026 0.035 -0.013
H -1.82708 -4.07221 -1.87349 0.030 -0.100 -0.038
H -0.09533 -4.16845 -2.18183 0.021 -0.124 -0.046
H -1.46199 -2.97819 0.27431 -0.012 0.112 0.040
H 0.26950 -2.86741 -0.01422 0.028 0.119 0.057
H -1.30881 -5.45747 0.27695 0.008 -0.073 -0.066
H 0.42190 -5.35445 -0.04218 -0.021 -0.064 -0.070
H -0.00418 -5.71219 2.37866 0.033 -0.052 0.138
H -0.97685 -4.24143 2.43872 -0.068 0.060 0.108
H 0.75058 -4.13919 2.11275 0.112 0.068 0.076

78
Properties=species:S:1:pos:R:3:forces:R:3 method="wB97M-V/def2-TZVPD" homo_lumo_gap_ev=8.043 e_homo_ev=-9.965
C 2.98081 -0.49809 6.90609 -1.144 -0.630 -0.013
Si 2.07088 0.23290 5.32805 2.287 0.304 0.627
C 3.22460 -0.10831 3.82533 0.574 -0.403 -0.442
C 2.01069 2.14024 5.58287 0.269 1.405 0.463
O 0.50709 -0.56414 5.26813 -1.428 1.327 -2.098
S -0.57408 0.20342 4.19316 1.750 -0.173 -3.938
O -0.21178 -0.05086 2.70254 -0.839 0.344 5.251
O -2.05913 -0.67756 4.40326 0.967 2.723 -0.482
F -1.67267 -1.85572 4.89451 0.222 -3.582 1.161
H 2.70208 -1.65669 6.90235 0.996 2.376 0.227
H 2.50037 -0.01512 7.86401 1.198 -0.977 -1.722
H 4.12698 -0.29373 6.78306 -2.295 -0.553 0.372
H 4.31793 0.22636 4.16008 -2.467 -0.673 -0.749
H 2.93383 0.46494 2.83465 0.624 -1.416 2.002
H 3.27450 -1.28261 3.67249 -0.067 2.435 -0.011
H 3.14572 2.50552 5.63457 -2.331 -0.918 -0.198
H 1.55087 2.44344 6.63682 0.723 -0.544 -2.382
H 1.52271 2.73541 4.69447 0.800 -1.055 1.873
C 7.13335 -0.10088 7.28869 0.259 0.096 0.372
C 8.24295 -0.16572 8.03093 -0.486 0.172 -0.058
C 9.43221 -0.90753 7.56768 0.854 -0.067 0.545
O 10.44753 -0.96907 8.24726 -0.737 0.051 -0.485
C 9.34839 -1.57316 6.25249 -0.256 -0.111 -0.404
C 8.23878 -1.50832 5.51026 0.425 -0.153 0.057
C 7.04953 -0.76651 5.97351 -0.581 0.023 -0.426
O 6.03420 -0.70497 5.29392 0.707 -0.054 0.466
H 6.25206 0.43834 7.61399 0.017 -0.007 -0.011
H 8.32039 0.31774 8.99741 0.032 -0.032 -0.030
H 10.22968 -2.11238 5.92720 -0.008 0.025 0.041
H 8.16134 -1.99178 4.54378 -0.036 0.033 0.029
C -6.79572 -1.03136 0.47889 -0.378 0.089 0.316
C -7.25049 -0.86718 1.72490 -0.081 -0.016 -0.486
C -6.34725 -0.96158 2.88871 -0.285 0.103 0.851
O -6.76300 -0.81342 4.02964 0.259 -0.091 -0.743
C -4.92254 -1.24268 2.62230 0.342 -0.099 -0.273
C -4.46777 -1.40687 1.37628 0.066 0.024 0.474
C -5.37101 -1.31246 0.21247 0.360 -0.116 -0.885
O -4.95526 -1.46062 -0.92845 -0.291 0.098 0.774
H -7.44488 -0.96606 -0.38575 0.049 -0.007 -0.004
H -8.29256 -0.65974 1.93675 0.042 -0.006 0.030
H -4.27339 -1.30798 3.48693 -0.065 0.013 -0.034
H -3.42570 -1.61430 1.16443 -0.023 0.013 -0.012
C 0.68574 0.21996 -1.19984 0.115 -0.037 0.398
C 1.54480 0.28684 -0.17814 -0.382 -0.118 -0.109
C 2.93037 0.75786 -0.37186 0.469 0.016 0.624
O 3.71791 0.81751 0.56234 -0.453 0.021 -0.638
C 3.32913 1.15342 -1.73726 -0.074 0.065 -0.484
C 2.47008 1.08655 -2.75897 0.452 0.100 0.162
C 1.08450 0.61552 -2.56524 -0.575 -0.077 -0.514
O 0.29696 0.55588 -3.49945 0.455 0.087 0.483
H -0.33380 -0.12389 -1.07512 0.014 0.011 -0.022
H 1.26734 0.00100 0.82940 -0.019 0.016 -0.004
H 4.34867 1.49728 -1.86199 -0.017 -0.010 0.030
H 2.74754 1.37238 -3.76650 -0.041 -0.014 0.020
C -2.18028 2.47837 -4.88071 0.048 -0.350 -0.227
C -2.32724 1.87624 -6.06485 0.130 0.005 0.366
C -2.95125 2.57351 -7.20661 0.010 -0.284 -0.387
O -3.08797 2.02249 -8.29021 0.098 0.561 0.452
C -3.40484 3.96168 -6.98972 -0.066 0.387 0.247
C -3.25789 4.56381 -5.80559 -0.166 0.034 -0.490
C -2.63387 3.86654 -4.66383 0.133 0.296 0.822
O -2.49716 4.41757 -3.58023 -0.102 -0.317 -0.730
H -1.72540 1.98099 -4.03280 0.012 -0.013 -0.048
H -1.99905 0.85869 -6.24005 -0.030 0.025 0.046
H -3.85972 4.45906 -7.83764 0.011 -0.036 0.000
H -3.58608 5.58136 -5.63038 0.019 -0.033 0.020
C -3.97064 -1.35736 -9.66402 0.060 0.246 0.322
C -3.90301 -0.90245 -8.40911 -0.003 -0.004 -0.326
C -4.22083 -1.77343 -7.26037 0.035 0.264 0.651
O -4.16113 -1.35732 -6.11154 -0.011 -0.230 -0.669
C -4.61448 -3.16622 -7.55187 -0.107 -0.397 -0.264
C -4.68211 -3.62113 -8.80678 -0.048 -0.075 0.498
C -4.36429 -2.75016 -9.95552 -0.003 -0.183 -0.875
O -4.42399 -3.16626 -11.10435 0.020 0.206 0.716
H -3.74154 -0.73158 -10.51793 -0.007 -0.021 0.009
H -3.61519 0.11634 -8.17881 -0.022 -0.180 -0.098
H -4.84359 -3.79201 -6.69796 0.009 0.031 0.005
H -4.96993 -4.63993 -9.03708 0.014 0.038 -0.029

26
Properties=species:S:1:pos:R:3:forces:R:3 method="wB97M-V/def2-TZVPD" homo_lumo_gap_ev=9.836 de_lowest_kj_mol=325.6 charge=+1 e_homo_ev=-13.085
N 1.35301 0.46098 -0.31113 2.783 3.427 0.515
C 0.04917 0.09107 0.31507 0.167 -0.153 -1.515
C -0.31955 1.05015 1.45355 0.031 -0.935 2.485
C -0.68915 0.20540 2.65869 1.010 -0.671 1.878
O 0.75468 1.91604 1.78337 0.939 -0.030 -0.535
C 0.16649 -1.50305 0.22530 -2.364 1.526 1.081
N -0.26266 -1.72038 -1.17427 0.184 -1.356 0.253
C 0.71722 -2.39728 -2.01302 1.253 -0.954 -0.483
H 1.33824 0.47143 -1.32839 -0.286 0.029 -0.160
H 2.23802 0.00620 -0.05441 -0.790 -1.264 0.201
H 1.72873 1.40967 0.05990 -1.604 -0.813 -0.775
H -0.67125 0.41373 -0.45684 0.302 -0.911 0.098
H -1.11012 1.72204 1.22638 -0.909 0.227 -0.950
H 0.21835 -0.42323 2.79063 -0.732 -0.064 0.368
H -1.58724 -0.38564 2.86372 -0.072 -0.349 -1.697
H -0.82253 0.73983 3.60008 0.688 1.010 -0.126
H 0.96480 1.97315 2.72300 -0.305 -0.250 -0.024
H -0.53594 -1.96365 0.93616 -0.104 0.203 -0.382
H 1.12134 -1.85223 0.63324 0.262 0.017 -0.882
H -1.06998 -2.34391 -1.12195 0.091 0.516 -0.141
H 0.58605 -3.49094 -2.07292 0.465 0.066 1.045
H 0.70876 -2.26185 -3.09687 -0.517 1.320 0.059
H 1.72891 -2.09202 -1.66093 -0.492 -0.676 -0.344
H -2.47843 1.17434 -2.34406 0.131 0.255 0.441
H -1.30982 2.13400 -1.81048 -0.547 0.030 0.348
O -1.71905 1.72050 -2.56932 0.416 -0.196 -0.761

no.,LUMO level (Ha),electronic energy (Ha)
1,0.012,-3221.49075
2,0.006,-1162.39192
3,-0.071,-3040.22748
4,-0.119,-460.36812